[1]
Molecular formula: C34H68NO30PSi2
Method: DFT, ωB97M-V/def2-TZVPD

Its total charge is 0. As for the LUMO energy: -0.7 eV. As for the gap between HOMO and LUMO: 7.4 eV. The calculation puts the energy above the lowest of the compared OMol25 structures with the same formula, charge and spin at 38.7 kcal per mole. Its HOMO energy is -8.10 eV.

Cartesian coordinates (Å):
C: -1.248 -2.136 5.213
C: -1.337 -3.540 5.172
C: -2.605 -4.258 5.722
O: -3.349 -3.634 6.443
O: -2.832 -5.579 5.320
C: -3.987 -5.601 4.412
C: -5.293 -5.932 5.256
C: -6.617 -5.887 4.379
C: -7.831 -5.345 5.255
C: -9.051 -6.346 5.387
C: -10.369 -5.906 4.631
Si: -11.161 -4.298 5.272
N: -10.077 -3.336 6.321
C: -9.923 -3.845 7.430
O: -9.857 -4.200 8.530
O: -12.657 -4.547 6.072
Si: -13.442 -3.094 6.514
P: -11.622 -3.097 3.416
O: -11.645 -1.431 3.772
O: -13.117 -3.657 2.849
H: -1.117 -1.655 6.224
H: -1.256 -1.555 4.253
H: -0.477 -4.096 4.707
H: -3.834 -6.308 3.554
H: -4.098 -4.531 4.059
H: -5.134 -6.956 5.693
H: -5.298 -5.209 6.110
H: -6.411 -5.122 3.568
H: -6.816 -6.881 3.900
H: -7.421 -5.199 6.300
H: -8.092 -4.326 4.872
H: -9.267 -6.568 6.472
H: -8.710 -7.326 4.936
H: -11.137 -6.718 4.832
H: -10.268 -5.866 3.511
H: -14.819 -3.059 5.971
H: -12.695 -1.878 6.155
H: -13.533 -3.093 7.988
H: -12.512 -1.107 3.448
H: -13.867 -3.260 3.340
C: -0.061 1.862 -0.335
O: -1.460 1.658 -0.148
C: -1.790 1.184 1.061
O: -1.022 0.928 1.961
O: -3.121 1.043 1.095
C: -3.629 0.541 2.330
H: 0.091 2.243 -1.344
H: 0.318 2.601 0.373
H: 0.481 0.921 -0.238
H: -3.393 1.223 3.148
H: -3.233 -0.455 2.532
H: -4.712 0.471 2.242
C: 4.976 -4.629 2.384
O: 4.257 -3.971 1.340
C: 2.964 -3.760 1.612
O: 2.394 -4.071 2.627
O: 2.414 -3.142 0.559
C: 1.026 -2.853 0.713
H: 6.006 -4.746 2.054
H: 4.970 -4.027 3.294
H: 4.559 -5.618 2.574
H: 0.864 -2.181 1.558
H: 0.452 -3.773 0.838
H: 0.686 -2.356 -0.194
C: -1.202 2.353 -5.149
O: -0.010 1.665 -4.767
C: 0.884 1.525 -5.751
O: 0.759 1.922 -6.885
O: 1.941 0.869 -5.260
C: 2.988 0.645 -6.203
H: -1.847 2.406 -4.273
H: -0.973 3.370 -5.472
H: -1.727 1.808 -5.934
H: 3.388 1.592 -6.568
H: 2.634 0.031 -7.032
H: 3.784 0.108 -5.690
C: 0.421 4.419 3.011
O: 1.080 5.089 1.935
C: 2.099 5.869 2.317
O: 2.478 6.035 3.447
O: 2.623 6.435 1.221
C: 3.728 7.301 1.480
H: -0.382 3.818 2.587
H: 1.111 3.754 3.531
H: -0.015 5.141 3.703
H: 4.551 6.750 1.938
H: 3.423 8.135 2.114
H: 4.067 7.699 0.525
C: 2.883 5.766 -6.202
O: 3.418 5.104 -5.055
C: 2.993 5.599 -3.885
O: 2.229 6.518 -3.741
O: 3.566 4.890 -2.905
C: 3.201 5.308 -1.588
H: 3.293 5.284 -7.088
H: 1.797 5.671 -6.229
H: 3.179 6.816 -6.214
H: 2.128 5.194 -1.431
H: 3.509 6.338 -1.413
H: 3.723 4.666 -0.881
C: 9.890 -8.410 4.198
O: 9.484 -7.831 5.437
C: 8.302 -7.205 5.389
O: 7.594 -7.103 4.419
O: 8.043 -6.712 6.606
C: 6.803 -6.013 6.704
H: 10.856 -8.887 4.358
H: 9.177 -9.170 3.876
H: 10.005 -7.642 3.432
H: 5.967 -6.677 6.481
H: 6.795 -5.148 6.038
H: 6.704 -5.661 7.729
C: 6.496 11.236 -7.230
O: 7.201 10.045 -6.882
C: 6.605 8.916 -7.285
O: 5.565 8.842 -7.889
O: 7.364 7.885 -6.898
C: 6.844 6.608 -7.263
H: 7.071 12.081 -6.854
H: 6.408 11.329 -8.313
H: 5.511 11.251 -6.761
H: 6.771 6.518 -8.348
H: 5.873 6.439 -6.797
H: 7.537 5.850 -6.902
C: 5.914 3.249 -12.117
O: 4.514 3.044 -11.936
C: 4.179 2.572 -10.729
O: 4.942 2.321 -9.830
O: 2.850 2.427 -10.694
C: 2.348 1.926 -9.453
H: 6.064 3.631 -13.125
H: 6.289 3.988 -11.407
H: 6.457 2.309 -12.017
H: 2.582 2.610 -8.639
H: 2.750 0.932 -9.250
H: 1.267 1.849 -9.538

---

[2]
Molecular formula: C34H68O31
Method: DFT, ωB97M-V/def2-TZVPD

Its total charge is 0. As for the LUMO energy: 0.5 eV. As for the SMILES: COC(=O)OC.COC(=O)OC.COC(=O)OC.COC(=O)OC.COC(=O)OC.COC(=O)OC.COC(=O)OC.COC(=O)OC.COC(=O)OC.COC(=O)OC.C1CCOC1. As for the gap between HOMO and LUMO: 10.0 eV. The calculation puts the energy above the lowest of the compared OMol25 structures with the same formula, charge and spin at 0.0 kcal per mole. Its HOMO energy is -9.48 eV.

Cartesian coordinates (Å):
C: -0.419 0.484 0.135
C: 0.752 0.000 -0.701
C: 0.154 -1.007 -1.700
O: -1.042 -1.477 -1.063
C: -1.346 -0.708 0.113
H: -0.861 1.390 -0.276
H: -0.173 0.614 1.188
H: 1.516 -0.510 -0.110
H: 1.323 0.821 -1.144
H: 0.898 -1.788 -1.866
H: -0.119 -0.599 -2.676
H: -1.301 -1.374 0.970
H: -2.383 -0.376 -0.011
C: -3.026 -3.641 -2.793
O: -3.596 -2.605 -3.590
C: -2.748 -2.080 -4.456
O: -1.622 -2.403 -4.667
O: -3.377 -1.068 -5.046
C: -2.587 -0.087 -5.701
H: -2.337 -3.159 -2.098
H: -2.605 -4.434 -3.410
H: -3.781 -4.115 -2.168
H: -3.041 0.896 -5.620
H: -2.612 -0.336 -6.767
H: -1.538 -0.136 -5.414
C: -0.168 2.117 4.193
O: -0.995 2.180 3.033
C: -1.771 3.244 2.901
O: -1.936 4.103 3.707
O: -2.341 3.153 1.719
C: -3.042 4.233 1.142
H: 0.626 1.389 4.042
H: -0.780 1.821 5.043
H: 0.309 3.082 4.354
H: -2.449 5.149 1.119
H: -3.971 4.450 1.667
H: -3.249 3.964 0.109
C: -1.210 -2.731 5.004
O: -2.016 -1.536 5.013
C: -2.740 -1.292 3.924
O: -2.598 -1.773 2.839
O: -3.505 -0.253 4.242
C: -4.276 0.290 3.173
H: -1.007 -2.995 3.969
H: -1.699 -3.566 5.501
H: -0.313 -2.449 5.543
H: -3.611 0.646 2.381
H: -4.951 1.031 3.577
H: -4.801 -0.499 2.627
C: -4.049 1.059 -2.305
O: -3.923 2.418 -2.679
C: -4.617 3.297 -1.939
O: -5.487 3.028 -1.165
O: -4.147 4.499 -2.196
C: -4.736 5.596 -1.519
H: -3.555 0.871 -1.345
H: -3.348 0.564 -2.983
H: -5.042 0.627 -2.394
H: -5.788 5.487 -1.258
H: -4.601 6.487 -2.124
H: -4.224 5.725 -0.562
C: 0.764 -4.755 -2.611
O: 2.045 -4.214 -2.362
C: 2.624 -4.453 -1.193
O: 2.220 -5.130 -0.281
O: 3.863 -3.958 -1.292
C: 4.799 -4.250 -0.264
H: 0.549 -4.872 -3.670
H: -0.041 -4.113 -2.242
H: 0.584 -5.708 -2.118
H: 4.375 -4.277 0.737
H: 5.588 -3.507 -0.334
H: 5.249 -5.217 -0.495
C: 3.354 0.330 4.722
O: 2.942 -0.163 3.441
C: 2.318 -1.334 3.364
O: 2.063 -2.074 4.270
O: 2.068 -1.545 2.080
C: 1.630 -2.823 1.619
H: 3.855 -0.509 5.212
H: 2.496 0.603 5.335
H: 4.068 1.121 4.533
H: 1.525 -2.627 0.547
H: 0.641 -3.055 2.005
H: 2.363 -3.625 1.613
C: 2.933 -1.233 -3.400
O: 3.278 -0.600 -2.164
C: 3.622 0.673 -2.240
O: 3.576 1.381 -3.202
O: 3.946 1.072 -0.995
C: 4.675 2.304 -0.929
H: 3.725 -1.948 -3.606
H: 2.710 -0.597 -4.251
H: 2.017 -1.793 -3.225
H: 4.226 3.175 -1.402
H: 5.624 2.111 -1.443
H: 4.901 2.414 0.128
C: -0.065 2.011 -3.655
O: 0.269 2.764 -2.471
C: 1.165 3.747 -2.552
O: 1.871 3.940 -3.512
O: 1.287 4.318 -1.366
C: 1.846 5.626 -1.323
H: 0.737 1.293 -3.827
H: -0.194 2.745 -4.452
H: -1.013 1.542 -3.399
H: 2.002 5.846 -0.272
H: 1.122 6.331 -1.735
H: 2.787 5.747 -1.857
C: 2.215 2.656 1.687
O: 2.528 3.413 2.858
C: 2.777 4.704 2.795
O: 2.650 5.434 1.849
O: 3.328 5.084 3.938
C: 3.980 6.347 3.951
H: 2.985 1.900 1.531
H: 2.250 3.282 0.794
H: 1.258 2.162 1.815
H: 4.491 6.489 4.899
H: 3.299 7.179 3.786
H: 4.733 6.319 3.161
C: -2.167 -4.079 0.705
O: -1.779 -5.085 -0.214
C: -1.129 -6.140 0.235
O: -0.940 -6.397 1.387
O: -0.831 -6.902 -0.794
C: -0.145 -8.131 -0.565
H: -1.317 -3.417 0.887
H: -2.376 -4.380 1.732
H: -2.963 -3.492 0.265
H: 0.063 -8.299 0.486
H: 0.765 -8.159 -1.162
H: -0.783 -8.913 -0.977

---

[3]
Molecular formula: C34H69N3O8
Method: DFT, ωB97M-V/def2-TZVPD

Its total charge is 0. As for the LUMO energy: 0.2 eV. As for the SMILES: CCC[C@]1(CC(=O)OC(C)=O)OC(=O)O[C@H]1CCCC(=O)OCC.CCN(CC)CC.CCN(CC)CC.CCN(CC)CC. As for the gap between HOMO and LUMO: 8.3 eV. Its HOMO energy is -8.09 eV.

Cartesian coordinates (Å):
C: -0.372 7.150 -4.924
C: -1.357 5.980 -4.833
C: -0.720 4.603 -4.793
C: -0.521 4.026 -3.422
C: 0.177 2.666 -3.551
C: -0.689 1.641 -4.190
O: -1.570 1.868 -4.920
O: -0.341 0.340 -3.930
C: -1.089 -0.487 -4.782
C: -0.594 -0.685 -6.153
O: -2.035 -1.004 -4.368
O: -1.790 3.750 -2.791
C: -2.059 4.702 -1.912
O: -3.000 4.779 -1.255
O: -1.055 5.620 -1.886
C: 0.077 5.038 -2.450
C: 1.037 4.614 -1.376
C: 0.324 4.253 -0.081
C: 0.058 5.515 0.737
C: -0.914 5.455 1.884
O: -0.553 5.701 2.966
O: -2.224 5.212 1.657
C: -2.577 3.832 1.578
C: -3.924 3.599 2.206
H: -0.442 7.737 -4.032
H: 0.634 6.782 -4.961
H: -0.553 7.779 -5.769
H: -2.063 6.136 -4.049
H: -1.933 6.012 -5.734
H: 0.241 4.592 -5.274
H: -1.331 3.950 -5.374
H: 0.547 2.261 -2.635
H: 1.051 2.815 -4.161
H: -0.470 0.265 -6.639
H: -1.317 -1.248 -6.697
H: 0.335 -1.215 -6.149
H: 0.672 5.658 -3.091
H: 1.670 5.452 -1.152
H: 1.694 3.825 -1.682
H: -0.545 3.666 -0.294
H: 0.965 3.631 0.497
H: 0.993 5.779 1.179
H: -0.246 6.349 0.127
H: -2.631 3.541 0.548
H: -1.809 3.231 2.017
H: -4.511 4.490 2.236
H: -3.785 3.200 3.187
H: -4.442 2.870 1.620
C: -1.247 -0.729 -0.517
C: 0.264 -0.706 -0.326
N: 0.677 -0.574 1.056
C: 2.088 -0.273 1.213
C: 3.105 -1.322 0.743
C: 0.146 -1.567 1.970
C: 0.419 -3.046 1.667
H: -1.721 0.135 -0.060
H: -1.481 -0.715 -1.582
H: -1.692 -1.632 -0.097
H: 0.651 0.152 -0.887
H: 0.690 -1.605 -0.796
H: 2.281 -0.035 2.263
H: 2.291 0.652 0.672
H: 3.151 -2.175 1.417
H: 4.104 -0.880 0.722
H: 2.888 -1.685 -0.263
H: -0.937 -1.431 2.025
H: 0.500 -1.339 2.977
H: 0.235 -3.294 0.621
H: -0.246 -3.669 2.269
H: 1.439 -3.337 1.917
C: 4.749 -5.001 -4.307
C: 3.376 -4.418 -4.010
N: 2.422 -5.410 -3.561
C: 1.051 -4.936 -3.562
C: 0.694 -3.788 -2.611
C: 2.821 -6.185 -2.400
C: 3.168 -5.426 -1.110
H: 4.675 -5.834 -5.006
H: 5.384 -4.237 -4.757
H: 5.251 -5.349 -3.404
H: 2.993 -3.975 -4.934
H: 3.490 -3.589 -3.291
H: 0.387 -5.781 -3.366
H: 0.813 -4.619 -4.583
H: 0.646 -4.122 -1.576
H: -0.293 -3.393 -2.861
H: 1.402 -2.961 -2.678
H: 3.688 -6.788 -2.680
H: 2.039 -6.916 -2.186
H: 3.824 -4.574 -1.295
H: 3.692 -6.095 -0.425
H: 2.280 -5.070 -0.590
C: 0.592 -2.267 5.724
C: -0.780 -1.679 6.013
N: -1.742 -2.667 6.451
C: -3.111 -2.183 6.437
C: -3.482 -1.033 7.381
C: -1.357 -3.449 7.611
C: -1.015 -2.700 8.907
H: 0.520 -3.097 5.019
H: 1.232 -1.501 5.281
H: 1.090 -2.620 6.627
H: -1.153 -1.231 5.088
H: -0.667 -0.854 6.735
H: -3.780 -3.027 6.625
H: -3.334 -1.866 5.414
H: -3.547 -1.360 8.417
H: -4.463 -0.640 7.109
H: -2.774 -0.206 7.322
H: -0.491 -4.056 7.335
H: -2.145 -4.177 7.816
H: -0.353 -1.852 8.731
H: -0.500 -3.375 9.593
H: -1.905 -2.342 9.422

---

no.,E (eV)
1,-124319.1732
2,-99832.0804
3,-57226.3777